No. 1
7
Properties=species:S:1:pos:R:3:forces:R:3 method="wB97M-V/def2-TZVPD" lumo_energy_ev=0.96 spin_multiplicity=1 gap_ev=9.0 total_charge=0
C 0.0413 -0.5112 0.1785 -3.9 1.8 -0.6
C -1.9841 0.3815 -0.0910 2.7 -2.8 0.6
N 0.9075 0.3250 0.3888 0.6 0.7 0.1
O -2.9321 -0.3148 0.0027 0.3 0.7 -0.2
H -0.0563 -1.5806 0.0971 0.3 -0.5 0.1
H -1.9066 1.4564 -0.2561 -0.1 0.5 -0.1
H 1.8752 0.0467 0.5502 -0.1 -0.4 0.0

***

No. 2
7
Properties=species:S:1:pos:R:3:forces:R:3 method="wB97M-V/def2-TZVPD" lumo_energy_ev="0.88 / -2.66" spin_multiplicity=3 gap_ev="10.6 / 7.1" total_charge=0
C 1.7959 -0.5676 0.1356 1.3 -1.8 -0.8
C 0.9783 0.3002 -0.1949 -3.0 4.0 0.8
N -1.7170 -0.1802 -0.1035 1.0 -2.1 1.2
O 0.1668 1.2045 -0.2178 2.3 -1.6 -0.5
H 2.5555 -1.2374 -0.1907 0.2 -0.1 0.5
H -2.3557 0.5323 -0.3209 -1.2 1.5 -0.1
H -1.4238 -0.0518 0.8921 -0.6 0.0 -0.9

***

No. 3
8
Properties=species:S:1:pos:R:3:forces:R:3 method="wB97M-V/def2-TZVPD" lumo_energy_ev="-0.03 / -0.07" spin_multiplicity=1 gap_ev="6.2 / 6.1" total_charge=0
C -0.3106 -1.1559 0.0591 3.0 -2.1 0.1
C -0.8059 0.1110 -0.0030 -2.2 2.3 0.2
N 2.1871 0.3175 0.0852 -1.8 1.0 0.4
O 0.0315 -2.2596 -0.0520 -1.2 1.3 0.5
O 1.5884 1.3533 0.2918 0.9 -1.1 -0.5
H -1.5308 0.5779 0.7878 0.9 -1.5 -1.5
H -0.0509 0.9388 -0.1072 1.3 0.0 0.8
H -1.1088 0.1170 -1.0616 -1.0 0.2 0.1

***

No. 4
8
Properties=species:S:1:pos:R:3:forces:R:3 method="wB97M-V/def2-TZVPD" lumo_energy_ev="-0.08 / 0.39" spin_multiplicity=1 gap_ev="8.2 / 10.1" total_charge=0
C -0.0253 1.5891 -0.3913 1.0 -0.2 -1.6
C -0.4193 0.2395 -0.6719 -0.1 0.0 -1.0
N -0.5917 -1.2969 0.8751 0.4 -0.8 2.3
O -1.1211 1.1294 0.2341 -0.1 -0.3 0.7
O 0.2649 -0.8366 -0.0847 0.4 0.5 1.6
H 0.8855 2.1357 -0.1300 -0.7 -0.2 0.5
H -0.9507 -0.1311 -1.5539 -0.1 0.6 0.3
H -0.0262 -1.5005 1.8180 -0.6 0.3 -2.8

***

No. 5
8
Properties=species:S:1:pos:R:3:forces:R:3 method="wB97M-V/def2-TZVPD" lumo_energy_ev="-1.31 / -1.21" spin_multiplicity=1 gap_ev="8.3 / 9.0" total_charge=0
C 1.0771 -0.1062 -0.2370 1.5 -0.1 -0.5
C -0.1743 -0.5524 -0.7046 -2.8 1.2 2.2
N 0.4395 -1.1577 0.4012 0.5 0.8 -1.3
O 2.0479 0.5612 -0.2575 0.0 0.2 0.2
O -1.3966 0.9995 0.1835 0.6 -1.8 -0.3
H -1.2405 -0.3905 -0.9246 0.5 -0.5 -0.8
H 0.1843 -1.1868 1.3646 -0.7 -0.4 0.7
H -0.9375 1.8330 0.1744 0.5 0.6 -0.2

***

No. 6
8
Properties=species:S:1:pos:R:3:forces:R:3 method="wB97M-V/def2-TZVPD" lumo_energy_ev="-0.45 / -1.18" spin_multiplicity=1 gap_ev="8.7 / 7.2" total_charge=0
C -0.4039 0.7748 0.1805 -1.7 1.3 1.4
C -0.9801 -0.3719 -0.3424 -0.3 0.8 1.9
N 1.7438 -1.1838 0.2155 0.1 0.5 -0.2
O 0.7221 1.1588 -0.1625 0.2 2.3 -1.2
O 2.0762 -0.1494 -0.0596 1.3 -2.1 0.6
H -0.9036 1.5138 0.9709 0.4 -2.0 -1.3
H -1.8770 -0.7394 0.1248 -0.3 -0.2 -0.2
H -0.3776 -1.0030 -0.9271 0.3 -0.6 -1.1

***

No. 7
8
Properties=species:S:1:pos:R:3:forces:R:3 method="wB97M-V/def2-TZVPD" lumo_energy_ev="0.29 / 0.29" spin_multiplicity=1 gap_ev="8.6 / 8.6" total_charge=0
C -1.7157 -0.3135 0.2049 1.1 0.4 -4.4
C 0.5201 -0.0976 -0.5964 -1.2 0.0 1.9
N 1.1447 0.3864 0.5989 -1.6 0.2 0.5
O -2.6727 -0.2903 -0.5070 2.4 -0.2 2.7
O 1.5424 -0.8871 -0.0095 -0.2 0.6 -0.3
H -1.3556 -0.2277 1.2304 -0.6 -0.1 0.6
H 0.7320 0.2489 -1.6182 -0.1 0.1 0.4
H 1.8049 1.1808 0.6968 0.3 -1.1 -1.4

***

No. 8
8
Properties=species:S:1:pos:R:3:forces:R:3 method="wB97M-V/def2-TZVPD" lumo_energy_ev=0.75 spin_multiplicity=1 gap_ev=9.5 total_charge=0
O -0.6899 1.4867 1.6165 -0.5 0.7 -0.1
C -0.5673 0.7616 0.6940 2.0 -3.3 -0.1
N -0.7107 0.3494 -0.5298 -0.1 -0.2 -0.5
C 0.1610 -0.7021 0.0595 -1.1 2.9 1.0
O 1.4470 -0.8004 -0.4170 -0.1 -0.1 -0.1
H -1.2591 0.5334 -1.3620 -0.1 0.1 -0.1
H -0.2950 -1.6613 0.2326 -0.1 -0.1 -0.1
H 1.9141 0.0328 -0.2938 0.0 0.0 0.1

***

No. 9
8
Properties=species:S:1:pos:R:3:forces:R:3 method="wB97M-V/def2-TZVPD" lumo_energy_ev="-0.23 / 0.14" spin_multiplicity=3 gap_ev="6.9 / 12.8" total_charge=0
C -0.0042 0.5470 0.1494 1.3 -0.5 1.0
C -1.1705 0.0011 -0.5427 0.0 1.5 -3.3
N 3.0239 -1.2206 1.3384 -3.0 2.7 -2.1
O 0.4507 1.5069 0.6712 -1.3 -0.2 -0.7
O 2.2563 -0.4827 0.8005 3.5 -2.9 2.2
H -1.8379 0.7793 -0.9601 0.5 0.3 -0.2
H -0.8130 -0.6136 -1.4322 -0.4 0.6 1.3
H -1.9054 -0.5175 -0.0246 -0.5 -1.5 1.7

***

No. 10
9
Properties=species:S:1:pos:R:3:forces:R:3 method="wB97M-V/def2-TZVPD" lumo_energy_ev=-0.37 spin_multiplicity=1 gap_ev=8.5 total_charge=0
O 2.8692 -0.4464 -0.0118 4.9 -1.5 0.3
N 1.7502 0.1739 -0.0695 -3.9 2.2 0.7
C 0.6523 -0.4884 0.0862 -0.3 1.3 -1.0
C -0.6925 0.2246 0.0005 0.0 -2.9 0.2
O -0.6138 1.4857 -0.0160 -0.2 3.2 0.2
S -2.1543 -0.5180 -0.0136 0.8 -0.3 -0.2
H 3.7170 0.1610 0.0344 -3.1 -1.0 -0.3
H 0.4311 -1.5105 0.0813 0.8 -1.9 0.4
H 0.2686 1.6886 0.2900 1.0 0.8 -0.2

***

No. 11
9
Properties=species:S:1:pos:R:3:forces:R:3 method="wB97M-V/def2-TZVPD" lumo_energy_ev=-0.66 spin_multiplicity=1 gap_ev=10.1 total_charge=0
C -1.6196 0.9800 -0.2850 0.8 -1.8 0.5
C 1.0544 0.0374 0.2545 0.2 -0.5 0.1
N -1.7206 2.1140 -0.2565 -0.3 2.1 0.0
O -1.4683 -0.2799 -0.2997 -0.5 -1.4 -0.2
O 0.0505 -2.3410 -0.4855 0.0 0.4 0.5
S -0.2109 -1.3365 0.5231 0.2 2.3 -1.0
H 1.1500 0.0644 -0.8544 0.5 -0.4 0.8
H 1.9153 -0.3336 0.8606 -0.3 0.3 -1.0
H 0.8492 1.0953 0.5429 -0.6 -1.1 0.3

***

No. 12
9
Properties=species:S:1:pos:R:3:forces:R:3 method="wB97M-V/def2-TZVPD" lumo_energy_ev="0.01 / 0.29" spin_multiplicity=1 gap_ev="7.4 / 7.9" total_charge=0
C -2.6288 -1.9563 -0.5322 0.5 0.0 0.2
C 0.9148 -0.1634 0.5750 -3.7 0.9 -1.9
N 1.0993 0.8996 -0.2167 3.6 -1.8 1.9
O -1.2933 1.3664 -0.2542 -0.1 0.1 -0.4
O -1.6036 -1.9783 -0.0574 -0.7 -0.2 -0.3
S -0.0205 1.8777 -0.8447 -1.5 0.7 -0.3
H -0.1371 -0.5472 0.5301 1.3 0.8 0.4
H 1.5848 -0.7389 1.1239 1.8 -0.2 0.4
H 2.0844 1.2402 -0.3237 -1.2 -0.3 0.0

***

No. 13
9
Properties=species:S:1:pos:R:3:forces:R:3 method="wB97M-V/def2-TZVPD" lumo_energy_ev=-1.49 spin_multiplicity=1 gap_ev=8.1 total_charge=0
O -1.8580 -0.1270 1.7174 1.9 0.3 -3.7
C -1.4788 0.3091 0.6027 -1.9 1.9 3.6
C -0.1338 0.1782 -0.0855 0.8 -4.5 2.8
S 0.1313 0.6864 -1.5872 0.5 0.5 0.0
N 0.6746 -0.8187 0.6289 1.1 3.4 -5.3
O 2.0922 -0.8849 0.3532 0.2 2.0 -2.5
H -2.0979 1.1787 0.2007 0.5 -1.2 -0.3
H 0.6782 -1.0666 1.5549 -1.1 -0.1 2.8
H 2.3989 -0.1917 -0.4305 -2.0 -2.3 2.7

***

No. 14
9
Properties=species:S:1:pos:R:3:forces:R:3 method="wB97M-V/def2-TZVPD" lumo_energy_ev=-0.45 spin_multiplicity=1 gap_ev=8.8 total_charge=0
N -0.5926 -1.3764 -0.0222 -1.1 1.3 0.1
C -0.5423 -0.0139 -0.0550 1.7 -1.4 0.4
O -1.4545 0.7862 -0.0937 -0.3 -0.3 0.1
C 0.9100 0.5810 0.0176 -0.2 -0.6 -0.8
O 0.8143 1.8725 -0.0020 -1.4 1.2 0.4
S 2.3201 -0.2316 -0.0584 -0.5 -0.1 0.2
H 0.2568 -1.9320 0.0006 -0.3 0.4 0.1
H -1.5152 -1.7635 0.1701 0.6 -0.2 -0.3
H -0.1966 2.0777 0.0430 1.5 -0.4 -0.2

***

No. 15
9
Properties=species:S:1:pos:R:3:forces:R:3 method="wB97M-V/def2-TZVPD" lumo_energy_ev=-0.55 spin_multiplicity=1 gap_ev=8.7 total_charge=0
N -0.4944 1.1273 0.7609 -1.7 1.2 1.3
C -0.4911 0.0846 -0.0227 0.4 -0.4 -1.4
O -1.4238 -0.4053 -0.6554 -0.5 0.4 0.7
C 0.8653 -0.5275 -0.3072 0.7 -0.5 0.5
O 0.6604 -1.5359 -1.1032 0.2 -0.6 -0.6
S 2.2975 -0.0664 0.3701 -1.0 -0.3 -0.6
H 0.3582 1.4175 1.2418 -0.4 -0.2 -0.3
H -1.4365 1.4617 1.0269 1.2 0.0 -0.1
H -0.3356 -1.5560 -1.3111 0.9 0.4 0.4

***

No. 16
9
Properties=species:S:1:pos:R:3:forces:R:3 method="wB97M-V/def2-TZVPD" lumo_energy_ev=0.70 spin_multiplicity=1 gap_ev=11.0 total_charge=0
O -0.9364 -2.1125 -0.4891 2.8 0.8 1.5
C 0.0986 -1.7287 0.0832 -2.2 0.4 -0.9
N 0.3232 -0.3714 0.3711 -0.9 -3.4 -0.4
O -0.7046 0.3660 -0.1185 -0.1 2.5 -0.4
C -0.3320 1.6501 -0.3268 1.4 3.1 1.3
O 0.8363 2.1234 -0.2574 -4.2 -2.3 -0.4
H 0.8643 -2.3895 0.4951 0.2 0.0 -0.1
H 1.1552 0.1349 0.5487 1.0 0.3 0.0
H -1.3045 2.3277 -0.3062 1.9 -1.5 -0.7

***

No. 17
9
Properties=species:S:1:pos:R:3:forces:R:3 method="wB97M-V/def2-TZVPD" lumo_energy_ev=0.42 spin_multiplicity=1 gap_ev=9.6 total_charge=0
O -2.7695 -2.6251 0.1136 -1.2 -1.3 0.3
C -1.9797 -1.7816 0.1924 2.8 3.0 -0.3
N -1.1818 -0.8897 -0.0211 0.6 0.8 -0.9
O -0.2358 0.0020 0.5585 -0.3 -0.5 1.2
C 0.8214 1.1985 -0.0605 -2.3 -1.9 -0.3
O 1.7736 0.6513 -0.8031 0.3 0.0 -0.1
H 1.0430 1.5233 0.9512 0.1 -0.1 0.0
H 0.1977 1.8691 -0.6462 0.1 -0.1 0.0
H 2.3311 0.0521 -0.2848 -0.1 0.2 0.0

***

No. 18
9
Properties=species:S:1:pos:R:3:forces:R:3 method="wB97M-V/def2-TZVPD" lumo_energy_ev=0.14 spin_multiplicity=1 gap_ev=10.7 total_charge=0
C 1.9501 0.3146 0.1427 0.6 -1.3 -0.8
C 0.4901 0.4584 -0.0131 -2.0 -1.9 3.1
N 3.0107 -0.1252 -0.0182 -1.0 0.9 0.4
O -0.0399 0.6618 -1.1761 0.4 0.5 -2.7
O -0.0408 1.2872 0.9672 -1.0 -1.2 -1.1
O -0.0864 -1.3358 0.1412 0.6 3.3 1.1
H 0.3538 0.0259 -1.8237 -0.6 0.7 0.6
H -1.0487 1.4514 0.8797 2.4 -0.8 -0.3
H 0.4177 -1.8073 -0.5167 0.6 -0.2 -0.3

***

No. 19
9
Properties=species:S:1:pos:R:3:forces:R:3 method="wB97M-V/def2-TZVPD" lumo_energy_ev="0.47 / -1.69" spin_multiplicity=3 gap_ev="8.0 / 8.7" total_charge=0
C -0.0612 0.6335 0.4285 -3.0 -2.7 -1.8
C 0.5506 1.7378 0.5859 0.1 -0.3 0.4
N -1.4416 -3.4682 -0.1180 -0.1 2.9 0.3
O -0.6978 -0.3038 0.0769 1.3 1.1 1.2
O -0.8480 -2.9486 1.0162 0.7 3.0 1.2
O -1.2879 -4.6363 -0.1791 -0.1 -3.7 -1.1
H -0.7448 -1.9286 0.9287 -0.6 -2.3 -0.5
H 0.0257 2.6031 0.7926 -0.7 1.6 0.7
H 1.4893 1.6778 0.1712 2.3 0.5 -0.5

***

No. 20
10
Properties=species:S:1:pos:R:3:forces:R:3 method="wB97M-V/def2-TZVPD" lumo_energy_ev=4.20 spin_multiplicity=1 gap_ev=8.9 total_charge=-1
O -3.1707 -0.8337 -0.9747 0.1 0.7 0.5
C -2.3868 -0.6474 -0.0460 0.8 -1.5 0.1
N -1.3731 0.2272 0.0833 0.1 -1.3 -0.4
C -1.3926 1.5176 0.1189 0.1 0.7 0.5
O -2.2490 2.2571 0.5463 -0.4 1.0 -0.2
O -0.1435 2.1698 -0.2592 -0.4 -0.5 0.2
P 1.2389 1.3368 -0.5275 -0.7 0.6 -2.8
H -2.2927 -1.4868 0.7356 -0.3 0.8 -0.5
H 1.5946 0.9289 0.6979 0.2 -1.1 1.8
H 0.6857 0.0966 -1.0794 0.6 0.6 0.7

***

These records have largest force on an atom values of 4.29; 5.08; 3.66; 2.86; 3.72; 2.62; 4.55; 3.89; 5.06; 5.09; 2.54; 4.48; 6.39; 2.22; 2.46; 4.84; 4.16; 4.18; 4.37; 2.95 eV/Å, in the order they appear.
These records have E values of -207.8791; -207.7927; -283.0283; -282.9939; -283.0583; -283.0521; -283.0073; -283.1645; -283.0715; -681.3330; -681.3483; -681.3334; -681.3091; -681.4498; -681.4492; -358.4104; -358.3440; -358.3932; -358.2502; -699.8974 Ha, in the order they appear.